Entry 1:
13
Properties=species:S:1:pos:R:3:forces:R:3:mulliken_charge:R:1 method="wB97M-V/def2-TZVPD" homo_lumo_gap_ha=0.240 max_force_ev_per_a=1.57 de_lowest_ev=0.602 e_homo_ev=-3.33 total_charge=-1
I -6.802 -12.164 24.014 0.079 0.034 -0.029 -0.995
C -2.274 -9.072 20.812 -0.108 0.223 1.551 -1.205
C -1.339 -10.099 21.489 -0.539 -0.404 0.858 0.372
C -1.124 -9.944 23.044 -0.055 0.808 -0.927 -1.237
O -1.883 -11.382 21.258 0.237 -0.806 -0.371 -0.576
H -2.849 -9.476 19.979 0.831 0.005 -0.430 0.341
H -1.772 -8.117 20.655 -0.024 -0.048 -0.519 0.337
H -3.080 -8.847 21.510 -0.066 0.091 0.358 0.311
H -0.366 -10.131 21.000 0.052 0.129 -0.053 0.270
H -0.621 -10.796 23.502 -0.075 -0.183 -0.398 0.326
H -2.070 -9.785 23.562 -0.180 -0.154 -0.115 0.356
H -0.512 -9.072 23.274 0.071 0.189 -0.096 0.351
H -2.659 -11.529 21.804 -0.220 0.118 0.173 0.351


Entry 2:
12
Properties=species:S:1:pos:R:3:forces:R:3:mulliken_charge:R:1 method="wB97M-V/def2-TZVPD" homo_lumo_gap_ha=0.414 max_force_ev_per_a=2.25 de_lowest_ev=0.371 e_homo_ev=-15.19 total_charge=+1 smiles="C=C(C)[NH3+]"
C 0.880 -1.063 0.640 -1.076 -1.799 -0.831 -0.959
C 0.092 -0.155 0.104 0.354 1.086 1.043 0.666
C -0.610 0.938 0.842 -0.668 -0.589 -0.312 -1.192
N 0.023 -0.052 -1.381 -0.154 0.349 0.720 -0.274
H 1.044 -1.988 0.084 0.885 0.393 -0.260 0.267
H 1.045 -1.199 1.687 -0.041 0.476 0.480 0.309
H -0.483 0.749 1.903 0.647 0.616 0.089 0.336
H -1.700 0.819 0.781 0.032 0.024 -0.556 0.379
H -0.354 1.923 0.453 0.110 0.169 0.530 0.352
H -0.875 0.347 -1.665 -0.202 -0.593 -0.221 0.391
H 0.705 0.652 -1.677 0.263 -0.322 -0.166 0.374
H 0.232 -0.972 -1.772 -0.149 0.191 -0.516 0.353


Entry 3:
13
Properties=species:S:1:pos:R:3:forces:R:3:mulliken_charge:R:1 method="wB97M-V/def2-TZVPD" homo_lumo_gap_ha="0.125 / 0.281" max_force_ev_per_a=2.30 de_lowest_ev=1.392 e_homo_ev="1.03 / -3.44" total_charge=-1 spin_multiplicity=2
C -1.574 -0.442 1.248 -0.232 -0.120 0.046 -0.794
N -2.772 -0.037 1.330 -0.472 -0.373 0.475 -0.507
H -0.853 0.282 0.910 0.501 0.129 -0.301 0.592
H -1.195 -1.457 1.462 -0.328 0.234 0.040 0.228
H -3.428 -0.753 1.684 0.505 0.080 -0.287 0.243
C 2.059 -0.155 -0.445 -0.108 0.148 -0.591 -0.626
C 0.157 0.817 -1.413 -1.451 1.304 -0.371 -0.697
N 0.899 -0.239 -1.262 1.173 -1.981 0.013 -0.706
H 2.581 0.834 -0.455 -0.219 -0.148 0.090 0.214
H 2.790 -0.903 -0.770 0.093 -0.014 0.117 0.260
H 1.781 -0.408 0.588 0.212 0.157 0.599 0.131
H -0.836 0.652 -1.847 0.204 0.376 0.042 0.322
H 0.390 1.810 -1.029 0.122 0.209 0.126 0.341


Entry 4:
13
Properties=species:S:1:pos:R:3:forces:R:3:mulliken_charge:R:1 method="wB97M-V/def2-TZVPD" homo_lumo_gap_ha=0.352 max_force_ev_per_a=2.65 de_lowest_ev=2.014 e_homo_ev=-8.52 smiles="CC(C)=NN"
C 0.294 0.620 -1.694 -1.559 0.352 0.678 -1.019
C -0.052 0.183 -0.257 -0.293 0.376 0.314 1.046
C 0.359 -1.224 0.195 -0.038 0.875 -0.238 -1.564
N -0.641 1.030 0.525 0.604 -0.414 -1.353 -0.396
N -1.000 0.643 1.785 1.284 -2.281 0.390 -0.523
H 0.068 1.711 -1.806 0.424 -0.952 0.116 0.308
H 1.324 0.383 -1.914 0.350 0.097 -0.144 0.308
H -0.353 0.083 -2.430 0.484 0.221 0.520 0.251
H -0.424 -1.761 0.708 -0.562 -0.183 -0.132 0.426
H 1.145 -1.154 0.933 0.542 0.159 0.317 0.392
H 0.760 -1.819 -0.617 -0.137 -0.036 -0.179 0.313
H -1.114 1.431 2.396 0.184 0.129 0.062 0.254
H -0.365 -0.127 2.175 -1.283 1.656 -0.349 0.205


Entry 5:
13
Properties=species:S:1:pos:R:3:forces:R:3:mulliken_charge:R:1 method="wB97M-V/def2-TZVPD" homo_lumo_gap_ha=0.358 max_force_ev_per_a=4.63 de_lowest_ev=4.610 e_homo_ev=-8.64
H -1.871 0.917 2.224 0.871 -0.465 0.928 0.201
N -2.033 0.672 1.245 -3.281 2.461 0.416 -0.450
N -1.269 -0.022 0.664 1.109 -0.944 -2.029 0.041
C -0.133 -0.601 1.276 1.092 -2.939 -3.412 -0.588
H 0.779 -0.127 0.718 -1.527 -1.313 1.514 0.012
H -0.171 -0.636 2.323 0.358 0.472 1.751 0.533
H -0.315 -1.748 0.886 1.246 2.566 1.005 0.198
C 1.956 0.142 -1.802 2.274 -1.473 -0.914 -0.207
C 1.446 1.158 -1.185 -1.233 1.773 1.046 -0.760
H 2.784 -0.384 -1.238 -1.055 0.279 -1.050 0.200
H 1.816 -0.084 -2.870 -0.251 -0.186 0.720 0.255
H 0.645 1.843 -1.484 0.389 -0.435 -0.398 0.243
H 1.820 1.358 -0.197 0.010 0.203 0.422 0.323


Entry 6:
13
Properties=species:S:1:pos:R:3:forces:R:3:mulliken_charge:R:1 method="wB97M-V/def2-TZVPD" homo_lumo_gap_ha=0.343 max_force_ev_per_a=1.60 de_lowest_ev=2.875 e_homo_ev=-8.17 smiles="C=CN.C=N"
C -2.543 -1.086 1.176 0.746 0.055 -1.410 -0.770
C -1.685 -1.002 0.139 -0.180 0.975 0.711 -0.007
N -1.032 -2.020 -0.528 -0.638 -1.050 -0.506 -0.459
H -3.143 -1.966 1.342 0.186 -0.150 0.661 0.262
H -2.602 -0.160 1.721 -0.838 -0.082 0.269 0.218
H -1.394 0.017 -0.107 0.565 -0.261 -0.168 0.288
H -1.422 -2.918 -0.260 0.210 -0.033 -0.013 0.237
H -0.944 -2.007 -1.544 -0.030 0.548 0.464 0.228
C 2.834 2.641 -0.405 0.140 -0.752 -1.303 -0.261
N 2.344 1.467 -0.348 0.464 0.749 0.958 -0.431
H 3.611 3.029 0.251 -0.221 0.132 0.312 0.215
H 2.610 3.208 -1.307 -0.120 0.363 0.195 0.241
H 2.722 1.069 0.518 -0.282 -0.494 -0.171 0.239


Entry 7:
13
Properties=species:S:1:pos:R:3:forces:R:3:mulliken_charge:R:1 method="wB97M-V/def2-TZVPD" homo_lumo_gap_ha="0.288 / 0.323" max_force_ev_per_a=6.03 de_lowest_ev=5.889 e_homo_ev="-7.20 / -8.02"
C -1.301 0.777 0.062 -1.388 -5.783 -1.015 -0.043
C -0.590 2.044 -0.100 0.569 -0.562 -2.390 -0.994
C 0.984 -2.152 -0.483 -1.382 3.269 0.202 -0.624
N -0.653 -0.443 -0.472 -0.180 0.742 1.066 0.122
N -0.462 -1.891 -0.629 -1.941 3.546 1.399 -0.647
H -2.368 0.624 0.332 0.977 0.424 -0.097 0.377
H -0.530 2.370 -1.198 -0.389 -0.021 1.407 0.248
H 0.428 1.823 0.159 0.809 0.384 0.391 0.305
H -0.997 2.795 0.534 -0.279 0.667 0.321 0.332
H 1.198 -2.715 -1.315 1.038 -2.034 -1.490 0.266
H 1.559 -1.192 -0.610 -0.082 -0.803 0.359 0.226
H 1.164 -2.572 0.489 0.377 -0.417 0.273 0.250
H 0.176 -0.060 -0.821 1.871 0.588 -0.426 0.183


Entry 8:
13
Properties=species:S:1:pos:R:3:forces:R:3:mulliken_charge:R:1 method="wB97M-V/def2-TZVPD" homo_lumo_gap_ha=0.392 max_force_ev_per_a=2.46 de_lowest_ev=2.329 e_homo_ev=-9.52 smiles=NC[C@@H]1CN1
N -1.862 0.415 -0.020 -1.861 -0.556 1.509 -0.603
C -0.833 -0.549 -0.279 0.540 -1.618 -0.665 -0.658
C 0.410 -0.129 0.403 1.091 -0.368 -0.035 0.187
C 1.336 0.820 -0.232 0.383 0.652 0.183 -0.493
N 1.678 -0.613 -0.198 0.213 0.278 0.588 -0.602
H -2.699 0.046 -0.480 0.074 0.504 -0.022 0.257
H -2.129 0.322 0.993 0.393 0.393 -1.150 0.242
H -1.070 -1.651 -0.076 0.108 1.283 0.145 0.249
H -0.617 -0.530 -1.346 0.046 0.003 -0.173 0.344
H 0.406 -0.095 1.483 -0.223 -0.002 0.215 0.370
H 1.148 1.233 -1.227 -0.112 -0.202 0.326 0.210
H 1.840 1.520 0.456 -0.070 -0.459 -0.491 0.254
H 2.392 -0.789 0.523 -0.582 0.092 -0.430 0.243


Entry 9:
13
Properties=species:S:1:pos:R:3:forces:R:3:mulliken_charge:R:1 method="wB97M-V/def2-TZVPD" homo_lumo_gap_ha=0.338 max_force_ev_per_a=5.00 de_lowest_ev=3.435 e_homo_ev=-8.18 smiles="CC(C)=NN"
C 0.196 1.186 1.385 0.380 0.444 3.131 -1.067
C 0.016 0.126 0.324 0.082 2.306 -0.304 1.106
C -0.903 -1.045 0.690 2.184 -0.647 -1.644 -1.633
N 0.564 0.433 -0.831 -1.419 -0.660 3.085 -0.371
N 0.393 -0.521 -1.736 -2.668 -3.605 -1.014 -0.495
H 0.645 2.057 0.965 -0.081 0.764 -0.771 0.377
H -0.761 1.513 1.957 1.317 -0.731 -1.210 0.247
H 0.982 1.058 2.273 -1.588 -0.770 -1.708 0.208
H -0.304 -1.964 0.489 -0.452 0.168 0.685 0.416
H -1.845 -1.227 0.192 -0.264 0.595 -0.652 0.375
H -1.123 -0.941 1.707 -0.153 -0.147 1.575 0.322
H 0.247 -0.130 -2.702 -0.085 -0.894 1.543 0.248
H -0.397 -1.354 -1.307 2.747 3.178 -2.715 0.267


Entry 10:
13
Properties=species:S:1:pos:R:3:forces:R:3:mulliken_charge:R:1 method="wB97M-V/def2-TZVPD" homo_lumo_gap_ha=0.310 max_force_ev_per_a=3.20 de_lowest_ev=2.152 e_homo_ev=-7.35 smiles="C/C(N)=C/N"
C 0.472 1.693 -0.158 1.247 -1.814 1.647 -0.952
C -0.157 0.295 0.069 -0.803 2.847 -1.229 0.392
N -1.549 0.286 -0.249 1.398 -1.445 2.120 -0.467
C 0.593 -0.719 0.495 -0.197 -0.174 -1.281 -0.376
N 0.284 -2.097 0.386 0.466 0.872 1.275 -0.458
H 0.307 2.137 -1.144 -0.047 -0.204 0.296 0.338
H 0.327 2.381 0.679 -0.733 0.183 -0.375 0.257
H 1.519 1.397 0.016 0.162 0.824 -0.797 0.223
H -1.877 0.675 -1.106 0.008 -0.153 -0.432 0.202
H -1.876 -0.614 0.077 -1.012 0.226 -0.872 0.165
H 1.640 -0.492 0.666 -0.093 -0.193 0.236 0.311
H -0.680 -2.373 0.410 0.241 -0.384 -0.467 0.187
H 0.997 -2.570 -0.140 -0.637 -0.585 -0.119 0.179


Entry 11:
13
Properties=species:S:1:pos:R:3:forces:R:3:mulliken_charge:R:1 method="wB97M-V/def2-TZVPD" homo_lumo_gap_ha=0.362 max_force_ev_per_a=2.72 de_lowest_ev=2.284 e_homo_ev=-8.76 smiles="CC(C)=NN"
C 1.809 0.425 0.076 0.425 0.685 -1.932 -0.924
C 0.366 0.031 0.079 1.190 -0.383 2.073 0.935
C -0.096 -0.584 1.387 -1.835 -1.728 -1.028 -1.436
N -0.331 0.237 -0.934 0.146 0.338 -1.878 -0.348
N -1.660 -0.093 -0.897 -0.018 -0.275 -0.422 -0.569
H 2.118 0.556 -1.045 -0.349 -0.002 2.137 0.282
H 1.864 1.430 0.616 0.544 -1.503 -0.507 0.218
H 2.397 -0.419 0.507 -0.102 1.069 -0.022 0.303
H -0.868 -1.398 1.112 1.086 1.072 0.569 0.397
H -0.601 0.082 2.067 -0.290 0.576 0.114 0.343
H 0.681 -1.059 1.977 0.326 0.029 -0.272 0.338
H -2.145 0.372 -1.660 0.166 -0.058 0.374 0.274
H -1.979 0.197 -0.007 -1.289 0.181 0.792 0.187


Entry 12:
13
Properties=species:S:1:pos:R:3:forces:R:3:mulliken_charge:R:1 method="wB97M-V/def2-TZVPD" homo_lumo_gap_ha=0.342 max_force_ev_per_a=5.85 de_lowest_ev=5.610 e_homo_ev=-8.38 smiles="C=NN(C)C"
C 2.196 -0.340 -0.145 -4.247 -2.435 2.406 -0.343
N 0.964 -0.926 0.145 1.180 3.164 -3.622 -0.568
N -0.190 -0.202 -0.297 -0.935 -3.128 0.241 0.368
C -0.148 1.133 0.027 -1.599 4.813 2.916 -0.971
C -1.581 -0.812 -0.041 1.318 -1.107 -2.697 -0.728
H 2.567 0.739 -0.301 -0.952 -2.002 -0.153 0.255
H 2.689 -1.278 0.086 2.147 1.018 -0.046 0.334
H -1.267 1.502 0.524 3.144 -0.720 -1.687 0.273
H 0.134 1.991 -0.794 -0.347 -2.334 1.959 0.168
H 0.485 1.092 1.005 -0.433 1.477 -1.711 0.395
H -1.617 -1.586 0.714 0.183 0.418 0.731 0.265
H -2.211 0.046 0.030 -0.623 0.093 0.821 0.334
H -2.020 -1.360 -0.952 1.164 0.743 0.843 0.219


Entry 13:
13
Properties=species:S:1:pos:R:3:forces:R:3:mulliken_charge:R:1 method="wB97M-V/def2-TZVPD" homo_lumo_gap_ha=0.338 max_force_ev_per_a=4.05 de_lowest_ev=3.398 e_homo_ev=-8.00
C 0.360 0.078 0.457 -1.066 1.378 -0.979 0.419
C -1.516 -0.834 -0.117 3.627 -1.696 -0.612 -0.258
C 1.327 1.028 -0.227 0.314 0.063 0.279 -1.398
N 0.281 -1.212 -0.204 -2.629 -1.458 -0.617 -0.715
N -1.038 0.441 0.141 -0.298 2.043 1.414 -0.430
H 0.389 -1.971 0.465 0.278 -0.031 -0.059 0.285
H -1.175 1.116 -0.602 0.244 -0.239 0.174 0.305
H 0.533 0.027 1.541 -0.019 0.038 -0.091 0.271
H -2.202 -0.945 -0.957 0.317 -0.250 -0.043 0.296
H -1.701 -1.504 0.712 -0.723 0.337 0.328 0.199
H 2.351 0.703 -0.024 0.003 0.098 -0.032 0.339
H 1.184 1.016 -1.311 -0.096 -0.157 0.154 0.352
H 1.206 2.058 0.126 0.046 -0.125 0.084 0.335


Entry 14:
14
Properties=species:S:1:pos:R:3:forces:R:3:mulliken_charge:R:1 method="wB97M-V/def2-TZVPD" homo_lumo_gap_ha="0.096 / 0.335" max_force_ev_per_a=2.65 de_lowest_ev=1.103 e_homo_ev="1.20 / -5.36" total_charge=-1 spin_multiplicity=2
C -2.065 -1.035 -0.422 0.026 -0.128 -1.197 -0.373
N -0.710 -1.097 -0.629 -2.607 -0.044 0.331 0.366
C 0.066 0.100 -0.671 2.373 1.151 -0.302 -1.180
C 0.970 0.202 0.571 -0.516 2.148 0.804 -2.048
N 1.539 1.571 0.849 0.699 -0.061 0.208 -0.937
O -2.802 -1.961 -0.720 -0.047 -0.108 0.443 -0.489
H -2.505 -0.063 -0.164 0.447 0.067 0.555 0.272
H -0.614 -1.908 -1.222 1.120 0.064 -0.072 0.224
H 0.712 0.121 -1.560 -0.229 -0.203 0.011 0.500
H -0.488 1.045 -0.731 -0.454 -0.524 0.093 0.379
H 1.726 -0.567 0.567 -0.008 -0.476 0.283 0.072
H 0.244 0.196 1.405 0.334 -1.238 -0.092 0.450
H 1.342 1.736 1.853 -0.165 0.090 -0.424 0.974
H 2.585 1.659 0.873 -0.974 -0.738 -0.643 0.790


Entry 15:
14
Properties=species:S:1:pos:R:3:forces:R:3:mulliken_charge:R:1 method="wB97M-V/def2-TZVPD" homo_lumo_gap_ha="0.116 / 0.255" max_force_ev_per_a=6.81 de_lowest_ev=2.030 e_homo_ev="0.70 / -3.15" total_charge=-1 spin_multiplicity=2
O -0.473 -1.328 -0.059 6.519 0.555 -1.885 -0.544
C -1.650 -1.277 0.164 -4.783 -1.505 2.253 -0.436
C -2.534 -0.310 -0.531 -1.095 -1.689 -3.016 -0.873
H -1.856 -1.617 1.241 -1.218 0.558 -0.774 0.203
H -2.332 -0.225 -1.750 -0.530 -0.767 2.738 0.122
H -2.211 0.646 -0.247 -0.061 2.395 0.807 0.213
H -3.618 -0.577 -0.357 1.001 0.833 -0.122 0.374
N 1.150 1.183 0.431 0.505 -0.789 0.981 -0.528
C 2.430 0.725 0.379 0.936 -2.610 -0.863 0.003
N 2.825 -0.538 0.496 -1.414 2.325 -0.633 -0.595
H 0.987 1.993 -0.116 -0.086 0.794 -0.199 0.300
H 0.435 0.462 0.313 -0.134 -0.609 0.014 0.273
H 3.187 1.469 0.123 -0.191 0.411 -0.244 0.304
H 3.659 -0.606 -0.088 0.551 0.098 0.943 0.184


Entry 16:
14
Properties=species:S:1:pos:R:3:forces:R:3:mulliken_charge:R:1 method="wB97M-V/def2-TZVPD" homo_lumo_gap_ha=0.380 max_force_ev_per_a=5.55 de_lowest_ev=2.247 e_homo_ev=-9.40 smiles="CNCC(N)=O"
C -1.789 -0.045 -1.013 5.546 -0.155 0.062 -0.897
N -0.956 0.194 0.253 -0.385 1.156 -1.014 -0.416
C 0.352 0.718 -0.180 2.806 -0.029 -1.106 -0.214
C 1.586 -0.076 0.290 -1.786 -4.528 1.387 0.335
N 1.300 -0.816 1.486 2.531 0.136 0.759 -0.403
O 2.585 -0.387 -0.341 -0.506 1.933 0.449 -0.590
H -1.558 0.792 -1.739 -0.917 -1.232 0.509 0.277
H -1.298 -1.011 -1.271 -0.002 0.811 -1.111 0.328
H -2.726 -0.419 -0.917 -3.280 0.090 0.940 0.388
H -1.369 0.964 0.747 -0.401 0.162 0.428 0.220
H 0.574 0.663 -1.285 -0.961 0.397 0.828 0.225
H 0.708 1.720 0.163 -1.281 -0.136 -0.249 0.280
H 0.382 -1.117 1.861 1.097 0.939 -0.717 0.226
H 2.207 -1.178 1.949 -2.463 0.458 -1.166 0.242


Entry 17:
14
Properties=species:S:1:pos:R:3:forces:R:3:mulliken_charge:R:1 method="wB97M-V/def2-TZVPD" homo_lumo_gap_ha=0.367 max_force_ev_per_a=0.88 de_lowest_ev=1.755 e_homo_ev=-9.11 smiles="NCNCC=O"
N 1.782 1.431 -1.142 0.139 -0.263 -0.338 -0.551
C 0.823 0.479 -1.656 -0.350 0.378 -0.637 -0.629
N 0.246 -0.491 -0.752 0.047 -0.176 -0.001 -0.295
C -0.115 -0.027 0.580 0.110 -0.360 -0.796 -0.259
C -1.343 -0.768 1.061 0.002 0.053 -0.050 -0.058
O -1.691 -0.851 2.206 0.024 -0.016 -0.080 -0.474
H 2.518 0.943 -0.652 0.125 0.222 0.164 0.231
H 1.390 2.164 -0.573 -0.041 -0.084 0.129 0.257
H 1.279 -0.060 -2.489 0.149 -0.204 0.191 0.381
H 0.006 1.010 -2.147 -0.025 0.451 0.211 0.332
H 0.753 -1.359 -0.811 0.016 -0.071 0.532 0.236
H 0.680 -0.089 1.314 0.181 -0.060 0.344 0.253
H -0.362 1.029 0.484 -0.243 0.142 0.129 0.240
H -1.893 -1.239 0.218 -0.135 -0.012 0.203 0.336


Entry 18:
14
Properties=species:S:1:pos:R:3:forces:R:3:mulliken_charge:R:1 method="wB97M-V/def2-TZVPD" homo_lumo_gap_ha=0.329 max_force_ev_per_a=5.88 de_lowest_ev=6.963 e_homo_ev=-7.83
C -0.101 -0.548 -0.259 -4.454 -0.402 2.271 -0.195
C 0.073 0.747 0.302 5.428 0.499 -2.209 -0.222
N -2.695 -0.602 -0.349 1.298 -0.070 -0.137 -0.395
C 2.668 0.448 0.146 -0.011 -0.156 0.314 -0.231
O -1.652 -0.445 0.587 0.650 -1.518 -1.857 -0.376
N 1.696 0.755 -0.582 -1.627 1.750 1.201 -0.542
H -3.285 0.225 -0.428 -0.100 -1.044 0.324 0.197
H -2.928 -1.591 -0.413 -0.867 0.980 0.103 0.211
H 0.387 -1.397 0.211 0.033 0.184 -0.172 0.255
H -0.301 -0.595 -1.326 -0.106 -0.119 0.232 0.330
H -0.452 1.559 -0.187 0.068 -0.093 0.200 0.222
H 0.314 0.819 1.358 -0.263 0.055 -0.162 0.251
H 2.589 -0.001 1.150 -0.052 0.323 0.092 0.215
H 3.686 0.625 -0.211 0.003 -0.389 -0.199 0.281